No. 1
Below is a 11-piece molecular cluster, C29H80O11 overall, with properties calculated with wB97M-V/def2-TZVPD.

The calculation puts the LUMO energy at 0.34 eV. The calculation puts the HOMO energy at -0.3407 hartree. The calculation puts the HOMO-LUMO gap at 9.61 eV. The calculation puts the energy above the lowest of the compared OMol25 structures with the same formula, charge and spin at 59.3 kcal/mol.

Each line ends with the Löwdin charge.
CARTESIAN COORDINATES (ANGSTROEM)
C (2.3183, -0.5624, 4.1002)  -0.05
C (2.7675, -1.6680, 5.0188)  -0.50
C (2.2065, -1.5539, 6.4316)  -0.05
O (2.1509, -2.7918, 4.5249)  -0.08
H (1.2504, -0.3548, 4.1669)  0.08
H (2.4329, -0.7740, 3.0371)  0.06
H (2.8174, 0.3498, 4.4271)  0.08
H (3.8237, -1.9335, 4.9735)  0.14
H (2.2719, -0.5715, 6.8991)  0.07
H (2.7160, -2.2518, 7.0961)  0.08
H (1.1524, -1.8305, 6.4544)  0.08
H (1.2102, -2.6003, 4.5184)  0.03
C (-4.6254, 2.1352, 2.7899)  -0.05
C (-4.0192, 1.7801, 1.4513)  -0.48
C (-3.4181, 3.0535, 0.8286)  -0.05
O (-2.9865, 0.8767, 1.6255)  -0.06
H (-3.9162, 2.3338, 3.5935)  0.08
H (-5.1620, 1.3156, 3.2677)  0.08
H (-5.2983, 2.9876, 2.6963)  0.08
H (-4.7610, 1.3939, 0.7522)  0.13
H (-2.5461, 3.3686, 1.4017)  0.09
H (-4.1512, 3.8600, 0.8134)  0.08
H (-3.0438, 2.9456, -0.1894)  0.06
H (-2.4915, 0.7747, 0.8093)  0.06
C (-2.3715, -4.1106, 3.4435)  -0.03
C (-0.8842, -3.5028, 3.3264)  -0.42
C (-0.5666, -2.7529, 2.0392)  -0.05
O (-0.7573, -2.6550, 4.4741)  -0.09
H (-2.6132, -4.6518, 4.3582)  0.07
H (-2.4086, -4.8421, 2.6363)  0.06
H (-3.1389, -3.3663, 3.2306)  0.07
H (-0.1785, -4.3188, 3.4822)  0.13
H (-1.3195, -1.9753, 1.9105)  0.07
H (-0.5471, -3.4742, 1.2223)  0.08
H (0.4222, -2.2998, 2.1115)  0.07
H (-1.4210, -1.9740, 4.3426)  0.03
C (-3.1087, -3.2324, -1.0566)  -0.04
C (-3.6481, -2.3107, -2.1108)  -0.50
C (-4.7469, -1.3594, -1.6536)  -0.04
O (-2.6008, -1.5317, -2.6023)  -0.06
H (-2.9584, -2.7031, -0.1156)  0.07
H (-2.1444, -3.6582, -1.3340)  0.09
H (-3.7990, -4.0453, -0.8310)  0.09
H (-4.0247, -2.9853, -2.8798)  0.14
H (-5.6059, -1.7712, -1.1238)  0.08
H (-5.2516, -0.8527, -2.4762)  0.08
H (-4.3349, -0.5559, -1.0430)  0.07
H (-2.8147, -1.3827, -3.5263)  0.11
C (3.4431, 3.9444, 1.4376)  -0.06
C (2.4500, 4.6986, 0.5543)  -0.48
C (1.8464, 5.9333, 1.2585)  -0.05
O (3.1878, 5.2399, -0.5059)  -0.07
H (3.0895, 3.6890, 2.4365)  0.07
H (4.3168, 4.5562, 1.6622)  0.08
H (3.7307, 2.9775, 1.0246)  0.08
H (1.7642, 3.9530, 0.1518)  0.12
H (1.3802, 5.7506, 2.2267)  0.07
H (1.0852, 6.4787, 0.7007)  0.07
H (2.6208, 6.6546, 1.5194)  0.08
H (3.8747, 5.8337, -0.1941)  0.09
C (-0.1793, -2.6037, -5.0056)  -0.07
C (1.0647, -2.9802, -5.7195)  -0.49
C (2.3844, -2.6424, -5.0358)  -0.04
O (0.9607, -4.4099, -5.8537)  -0.06
H (-0.0878, -2.8041, -3.9381)  0.08
H (-1.0567, -3.0770, -5.4462)  0.09
H (-0.3965, -1.5379, -5.0763)  0.07
H (1.1339, -2.4991, -6.6951)  0.14
H (2.4911, -3.1792, -4.0932)  0.07
H (2.4403, -1.5807, -4.7953)  0.06
H (3.2255, -2.9541, -5.6551)  0.08
H (1.2731, -4.6717, -6.7229)  0.09
C (0.3979, 0.0764, -1.9742)  -0.04
C (-0.0483, -0.3297, -0.5623)  -0.45
C (0.5850, 0.4908, 0.5911)  -0.02
O (-1.4283, -0.1319, -0.5791)  -0.07
H (-0.1075, 0.9104, -2.4610)  0.07
H (0.3042, -0.7521, -2.6764)  0.06
H (1.4189, 0.4405, -2.0880)  0.07
H (0.2106, -1.3652, -0.3417)  0.12
H (0.3800, 1.5514, 0.4452)  0.07
H (1.6379, 0.2731, 0.7705)  0.07
H (0.0373, 0.2181, 1.4932)  0.06
H (-1.8185, -0.5463, -1.3522)  0.04
C (2.5498, -3.8998, -0.2666)  -0.05
C (3.9527, -3.2635, -0.4208)  -0.49
C (3.9853, -1.8810, 0.1397)  -0.06
O (4.7667, -3.9789, 0.4381)  -0.05
H (2.0745, -3.5514, 0.6504)  0.06
H (2.4682, -4.9830, -0.1770)  0.08
H (1.8887, -3.6904, -1.1076)  0.06
H (4.3316, -3.3769, -1.4365)  0.14
H (5.0054, -1.5027, 0.0741)  0.09
H (3.6811, -1.8387, 1.1855)  0.08
H (3.3859, -1.2354, -0.5023)  0.07
H (4.2795, -4.2810, 1.2082)  0.09
C (-1.0968, 4.9445, -1.4987)  -0.06
C (-0.2924, 5.3908, -2.7111)  -0.52
C (-0.2199, 4.2291, -3.7167)  -0.05
O (-0.9618, 6.4299, -3.3092)  -0.03
H (-0.6860, 4.0858, -0.9676)  0.06
H (-2.1051, 4.6101, -1.7427)  0.08
H (-1.1641, 5.7735, -0.7942)  0.08
H (0.6928, 5.7233, -2.3841)  0.13
H (0.4172, 4.5028, -4.5577)  0.07
H (-1.2170, 4.0279, -4.1084)  0.09
H (0.1611, 3.3214, -3.2488)  0.06
H (-0.4485, 6.6602, -4.0871)  0.09
C (-2.3589, 0.2329, 5.0747)  -0.15
O (-2.0766, -0.3991, 3.8528)  -0.13
H (-2.1012, 1.2850, 5.1962)  0.08
H (-3.3862, 0.2374, 5.4392)  0.08
H (-1.8086, -0.3413, 5.8200)  0.08
H (-2.4543, 0.1176, 3.1373)  0.04
C (1.6193, 1.3151, -5.1227)  -0.16
O (2.0950, 0.7614, -6.3568)  -0.12
H (1.9788, 2.3301, -4.9535)  0.07
H (0.5306, 1.2999, -5.0722)  0.08
H (1.9979, 0.8125, -4.2327)  0.05
H (3.0271, 0.5560, -6.2542)  0.07

No. 2
Below is a 8-piece molecular cluster, C3H21NO8S2 overall, with properties calculated with wB97M-V/def2-TZVPD.

The calculation puts the LUMO energy (spin up / spin down) at -4.47 / -7.82 eV. The calculation puts the HOMO energy (spin up / spin down) at -0.4642 / -0.4641 hartree. The calculation puts the HOMO-LUMO gap (spin up / spin down) at 8.17 / 4.81 eV. The multiplicity is 2. The net charge is +1.

Each line ends with the Löwdin spin population.
CARTESIAN COORDINATES (ANGSTROEM)
S (-3.3635, 2.1507, 1.2218)  0.36
S (-3.6528, 1.0309, -0.4346)  0.49
C (-2.4038, -0.0820, -0.9870)  0.08
C (-1.6951, -0.9047, 0.0329)  0.01
N (-0.5305, -1.5345, -0.5540)  0.00
C (0.2956, -2.3641, 0.2880)  0.00
O (1.3608, -2.6433, -0.2455)  0.00
H (-3.0041, 1.3659, 2.2505)  0.02
H (-2.9566, -0.7612, -1.7176)  0.00
H (-1.7880, 0.6233, -1.4738)  0.03
H (-2.3653, -1.6741, 0.2960)  0.00
H (-1.4614, -0.4789, 1.0146)  0.00
H (-0.1652, -1.3101, -1.4897)  0.00
H (-0.0475, -2.6684, 1.2495)  0.00
H (1.8763, -2.1601, -1.7446)  0.00
H (3.1194, -1.9100, -2.4557)  0.00
O (2.2056, -1.5335, -2.3628)  0.00
H (3.9471, 0.8410, -2.1554)  0.00
H (2.6426, 0.1071, -1.9534)  0.00
O (3.1492, 0.8940, -1.7236)  0.00
H (1.0904, 0.8930, 3.1902)  0.00
H (0.0333, 1.3765, 2.2751)  0.00
O (0.1739, 0.8726, 3.1043)  0.00
H (0.4659, 2.7973, 0.6912)  0.00
H (-0.0640, 3.5448, 1.9105)  0.00
O (-0.0108, 2.7190, 1.5002)  0.01
H (-0.5950, -0.6153, 3.1735)  0.00
H (-0.7608, -2.0514, 3.7268)  0.00
O (-0.5055, -1.5901, 2.9590)  0.00
H (-1.3436, -0.0674, -3.6149)  0.00
H (-0.3145, -0.7714, -3.2842)  0.00
O (-1.2595, -0.9239, -3.1920)  0.01
H (2.9437, 2.5754, 0.7467)  0.00
H (2.6557, 1.7420, -0.2597)  0.00
O (2.3278, 2.5113, 0.0178)  0.00

No. 3
Below is C28H35F6GeN5PY as an isolated structure, with properties calculated with wB97M-V/def2-TZVPD.

The calculation puts the LUMO energy (spin up / spin down) at -2.88 / -2.88 eV. The calculation puts the HOMO energy (spin up / spin down) at -0.2491 / -0.4002 hartree. The calculation puts the HOMO-LUMO gap (spin up / spin down) at 3.90 / 8.01 eV. The calculation puts the energy above the lowest of the compared OMol25 structures with the same formula, charge and spin at 32.2 kcal/mol. The multiplicity is 2. The net charge is +1.

Each line ends with the Löwdin spin population.
CARTESIAN COORDINATES (ANGSTROEM)
Y (-0.0134, 0.2512, -0.3108)  0.08
C (1.2316, -2.8703, 0.3085)  0.03
N (-0.1545, -2.3519, 0.1446)  0.01
C (-0.8153, -2.9180, -1.0293)  0.00
C (-2.0832, -2.1594, -1.3312)  0.00
C (-3.0564, -2.6994, -2.1521)  0.00
C (-4.2042, -1.9757, -2.4075)  0.00
C (-4.3656, -0.7303, -1.8152)  0.00
C (-3.3538, -0.2612, -1.0124)  0.00
N (-2.2230, -0.9508, -0.7695)  0.00
C (-0.9455, -2.6696, 1.3348)  0.00
C (-0.5394, -1.8228, 2.5080)  0.00
C (-0.7296, -2.2836, 3.8039)  0.00
C (-0.3081, -1.5140, 4.8703)  0.00
C (0.3228, -0.3091, 4.6069)  0.00
C (0.4625, 0.0792, 3.2920)  0.00
N (0.0228, -0.6379, 2.2493)  0.00
C (2.2018, -2.1860, -0.5750)  0.15
C (3.1641, -2.8790, -1.2471)  0.02
C (4.1467, -2.2116, -2.0075)  0.28
C (4.0753, -0.7886, -2.0421)  0.04
C (3.1015, -0.1436, -1.3583)  0.14
N (2.1086, -0.7798, -0.5963)  0.19
H (1.2602, -3.9501, 0.1375)  0.00
H (1.5025, -2.6956, 1.3540)  0.01
H (-1.0572, -3.9742, -0.8711)  0.00
H (-0.1287, -2.8653, -1.8757)  0.00
H (-2.9038, -3.6788, -2.5874)  0.00
H (-4.9701, -2.3773, -3.0599)  0.00
H (-5.2508, -0.1305, -1.9830)  0.00
H (-3.4355, 0.7152, -0.5459)  0.00
H (-0.8406, -3.7279, 1.5953)  0.00
H (-1.9996, -2.4969, 1.1285)  0.00
H (-1.1908, -3.2511, 3.9604)  0.00
H (-0.4509, -1.8566, 5.8900)  0.00
H (0.7089, 0.3165, 5.4014)  0.00
H (0.9685, 1.0060, 3.0537)  0.00
H (3.1662, -3.9640, -1.1796)  0.00
H (4.9069, -2.7574, -2.5478)  0.02
H (4.7840, -0.2044, -2.6198)  0.00
H (3.0343, 0.9370, -1.4147)  0.01
C (1.2857, 5.5063, -0.5327)  0.00
Ge (-0.1112, 4.1695, -0.3180)  0.00
C (-1.2301, 4.7485, 1.1706)  0.00
C (-1.2065, 4.1090, -1.8979)  0.00
C (0.8952, 2.4626, 0.0543)  0.00
H (0.8426, 6.4992, -0.6587)  0.00
H (1.8960, 5.2877, -1.4142)  0.00
H (1.9367, 5.5380, 0.3472)  0.00
H (-1.8173, 5.5967, 0.8086)  0.00
H (-0.6350, 5.1016, 2.0125)  0.00
H (-1.9291, 3.9794, 1.5144)  0.00
H (-1.4610, 5.1439, -2.1418)  0.00
H (-2.1289, 3.5524, -1.7334)  0.00
H (-0.6757, 3.6714, -2.7400)  0.00
H (1.5361, 2.4602, -0.8353)  0.00
F (-1.1840, 1.1862, -2.1507)  0.00
P (-0.3315, 0.6028, -3.5240)  0.00
F (0.9292, 1.3507, -2.8445)  0.00
F (-0.7372, 1.8966, -4.3125)  0.00
F (-1.6360, -0.1712, -3.9480)  0.00
F (0.0635, -0.6866, -2.5245)  0.01
F (0.5380, 0.0099, -4.6731)  0.00
C (4.5591, 3.7729, 4.3514)  0.00
C (3.6132, 3.4056, 3.2442)  0.00
C (4.0587, 3.0479, 1.9812)  0.00
C (3.1633, 2.7448, 0.9779)  0.00
N (1.8372, 2.7694, 1.1762)  0.00
C (1.3868, 3.0816, 2.4023)  0.00
C (2.2345, 3.4063, 3.4338)  0.00
H (5.5957, 3.6050, 4.0650)  0.00
H (4.3495, 3.1908, 5.2498)  0.00
H (4.4441, 4.8274, 4.6135)  0.00
H (5.1178, 3.0090, 1.7536)  0.00
H (3.4861, 2.4676, -0.0162)  0.00
H (0.3183, 3.0484, 2.5204)  0.00
H (1.8052, 3.6575, 4.3991)  0.00

No. 4
Below is C2 as an isolated structure, with properties calculated with wB97M-V/def2-TZVPD.

The calculation puts the LUMO energy at -2.83 eV. The calculation puts the HOMO energy at -0.3406 hartree. The calculation puts the HOMO-LUMO gap at 6.43 eV. The calculation puts the energy above the lowest of the compared OMol25 structures with the same formula, charge and spin at 80.5 kcal/mol.

Each line ends with the Löwdin charge.
CARTESIAN COORDINATES (ANGSTROEM)
C (0.8382, -0.3893, 0.3290)  0.00
C (-0.8382, 0.3893, -0.3290)  0.00

No. 5
Below is one molecule with the formula C5H6O, with properties calculated with wB97M-V/def2-TZVPD.

The calculation puts the LUMO energy at 0.22 eV. The calculation puts the HOMO energy at -0.3653 hartree. The calculation puts the HOMO-LUMO gap at 10.16 eV. The calculation puts the energy above the lowest of the compared OMol25 structures with the same formula, charge and spin at 58.5 kcal/mol.

Each line ends with the Löwdin charge.
CARTESIAN COORDINATES (ANGSTROEM)
C (2.9803, 0.7465, 0.1116)  0.13
C (1.9862, 0.0561, 0.2037)  -0.02
C (0.6954, -0.7031, 0.1259)  -0.39
O (0.5122, -1.4899, -0.7627)  0.08
C (-0.6962, -0.2671, 0.6305)  -0.18
C (-1.7167, 0.1038, -0.4912)  -0.09
H (3.8564, 1.3729, 0.0223)  0.04
H (-1.1257, -1.0880, 1.2237)  0.12
H (-0.5117, 0.6065, 1.2265)  0.09
H (-2.5787, 0.5967, -0.0170)  0.07
H (-2.1078, -0.7484, -1.0631)  0.07
H (-1.2937, 0.8141, -1.2103)  0.08